Entry 1:
Density functional theory data (ωB97M-V with the def2-TZVPD basis set) for a 4-piece molecular cluster, C19H42O7P overall at a distorted geometry.

XYZ file:
```
69
C19H42O7P ωB97M-V with the def2-TZVPD basis set
C 0.418 4.787 -2.526
C -0.661 4.252 -2.564
C -1.939 3.518 -2.734
C -1.615 2.030 -3.082
C -2.432 0.982 -2.295
C -1.843 0.599 -0.910
O -0.784 -0.335 -0.949
P 0.765 0.263 -0.389
C 1.405 -1.553 -0.401
C 2.668 -1.787 -1.252
C 3.890 -0.945 -0.819
C 3.009 -3.313 -1.173
O 0.032 1.842 -0.163
C -1.356 1.764 0.018
C -1.825 1.300 1.448
C -0.975 1.933 2.575
C -0.411 0.889 3.568
O -1.356 -0.155 3.825
C -0.792 -1.311 4.208
C 0.355 -2.051 3.470
O -1.240 -1.842 5.193
H 1.429 5.073 -2.699
H -2.486 3.979 -3.568
H -2.571 3.643 -1.850
H -0.542 1.837 -2.980
H -1.849 1.902 -4.161
H -2.449 0.064 -2.903
H -3.483 1.284 -2.159
H -2.657 -0.032 -0.496
H 0.524 0.037 1.029
H 2.035 0.822 0.057
H 1.216 0.546 -1.742
H 1.626 -1.792 0.652
H 0.569 -2.158 -0.774
H 2.468 -1.572 -2.312
H 3.898 -0.004 -1.382
H 3.881 -0.724 0.256
H 4.799 -1.523 -1.051
H 3.534 -3.501 -0.223
H 3.638 -3.652 -2.008
H 2.062 -3.863 -1.125
H -1.735 2.772 -0.186
H -1.740 0.211 1.437
H -2.876 1.594 1.582
H -1.568 2.706 3.083
H -0.091 2.440 2.162
H 0.534 0.550 3.135
H -0.153 1.459 4.476
H 0.764 -2.807 4.148
H 1.201 -1.399 3.221
H 0.049 -2.585 2.565
C -3.102 -4.202 2.238
O -2.540 -4.843 3.375
H -3.271 -4.939 1.456
H -4.056 -3.740 2.509
H -2.412 -3.436 1.873
H -2.403 -4.161 4.043
C 3.381 0.037 5.037
O 3.252 0.850 3.878
H 2.423 0.022 5.552
H 3.652 -0.985 4.756
H 4.143 0.447 5.707
H 4.103 0.853 3.430
C -1.123 1.153 -7.661
O -1.989 1.591 -6.622
H -0.296 0.611 -7.210
H -1.658 0.489 -8.347
H -0.731 2.011 -8.215
H -2.714 2.068 -7.033
```

The value obtained for the energy above the lowest of the compared OMol25 structures with the same formula, charge and spin is 138.28 kJ/mol. As for the LUMO energy: 2.477 eV. The electronic energy comes out at -1617.02583 Eh. The HOMO-LUMO gap is 6.526 eV. The charge is -1.

Atom charges from the Löwdin analysis, given in e for atoms 1 to 2: atom 1 (C): 0.0867, atom 2 (C): -0.1495

***

Entry 2:
Density functional theory data (ωB97M-V with the def2-TZVPD basis set) for C19H43AuNO2SSi4 as an isolated structure.

XYZ file:
```
71
C19H43AuNO2SSi4 ωB97M-V with the def2-TZVPD basis set
Au 0.263 -0.126 -0.455
C -2.394 -5.299 -0.162
Si -1.768 -5.209 -1.917
C -2.969 -6.080 -3.045
C -0.046 -5.896 -2.098
C -1.715 -3.378 -2.504
C -2.360 -3.001 -3.689
C -2.330 -1.695 -4.137
C -1.657 -0.731 -3.379
N -1.041 -1.044 -2.262
C -1.051 -2.334 -1.835
S -0.163 -2.540 -0.381
H -2.591 -6.347 0.080
H -3.334 -4.757 -0.038
H -1.677 -4.921 0.566
H -3.067 -7.118 -2.718
H -2.640 -6.104 -4.086
H -3.966 -5.635 -3.007
H -0.029 -6.955 -1.831
H 0.664 -5.381 -1.449
H 0.308 -5.808 -3.127
H -2.892 -3.744 -4.269
H -2.824 -1.405 -5.054
H -1.631 0.308 -3.680
C 1.405 -0.030 2.877
O 1.398 0.578 1.590
Si 0.820 2.146 1.262
C -0.780 2.306 2.208
C 2.019 3.433 1.863
C 0.657 1.955 -0.583
Si -0.722 2.985 -1.341
C -0.625 3.161 -3.208
C -0.620 4.725 -0.648
C -2.395 2.218 -0.968
Si 2.310 1.965 -1.514
C 3.654 1.060 -0.569
C 2.862 3.734 -1.792
C 2.163 1.078 -3.162
H 2.132 0.470 3.520
H 1.701 -1.071 2.765
H 0.420 0.017 3.346
H -0.575 2.333 3.282
H -1.443 1.462 2.005
H -1.316 3.224 1.965
H 2.127 3.373 2.949
H 1.642 4.433 1.632
H 3.009 3.336 1.418
H 0.286 3.668 -3.531
H -1.470 3.774 -3.533
H -0.678 2.217 -3.749
H 0.347 5.176 -0.883
H -0.753 4.771 0.434
H -1.393 5.352 -1.098
H -2.489 1.255 -1.478
H -3.196 2.864 -1.336
H -2.558 2.045 0.096
H 3.851 1.476 0.419
H 4.583 1.112 -1.144
H 3.410 0.003 -0.434
H 2.962 4.277 -0.849
H 2.179 4.296 -2.430
H 3.841 3.734 -2.278
H 1.922 0.020 -3.022
H 3.126 1.122 -3.678
H 1.415 1.514 -3.823
C -3.522 -1.105 0.349
O -2.342 -0.838 1.105
H -4.424 -0.833 0.900
H -3.584 -2.158 0.059
H -3.470 -0.491 -0.548
H -2.435 -1.258 1.967
```

The value obtained for the energy above the lowest of the compared OMol25 structures with the same formula, charge and spin is 0.00 kJ/mol. As for the LUMO energy (alpha / beta): -2.844 / -6.148 eV. The electronic energy comes out at -2646.73668 Eh. The HOMO-LUMO gap (alpha / beta) is 8.230 / 5.677 eV. As for the spin multiplicity: 3. The charge is +1.

Atom charges from the Löwdin analysis, given in e for atoms 1 to 2: atom 1 (Au): 0.8422, atom 2 (C): -0.1780

***

Entry 3:
Density functional theory data (ωB97M-V with the def2-TZVPD basis set) for C19H43AuP3S2 as an isolated structure at a distorted geometry.

XYZ file:
```
68
C19H43AuP3S2 ωB97M-V with the def2-TZVPD basis set
Au -0.861 -0.003 -1.230
P -1.575 -2.126 -0.251
P 1.507 -0.582 -1.144
P -1.434 1.653 -2.810
H -3.900 6.427 2.629
C -4.424 5.810 1.865
C -4.700 4.493 1.866
H -4.269 3.715 2.564
C -1.132 -2.614 1.433
C -0.902 -3.528 -1.214
C -3.349 -2.420 -0.398
C 2.637 0.805 -0.926
C 2.239 -1.938 -0.138
C 2.145 -1.168 -2.729
C -2.872 2.623 -2.309
C -1.828 0.685 -4.345
C 0.027 2.646 -3.340
H -4.895 6.514 1.132
H -5.537 4.062 1.251
H -1.494 -1.904 2.180
H -0.050 -2.663 1.582
H -1.535 -3.602 1.685
H 0.167 -3.693 -1.058
H -1.056 -3.331 -2.277
H -1.454 -4.437 -0.943
H -3.892 -1.752 0.274
H -3.607 -3.462 -0.173
H -3.656 -2.185 -1.420
H 3.627 0.475 -1.280
H 2.703 1.118 0.122
H 2.306 1.649 -1.540
H 3.225 -2.146 -0.586
H 1.658 -2.865 -0.195
H 2.355 -1.673 0.923
H 3.229 -1.261 -2.617
H 1.933 -0.462 -3.521
H 1.739 -2.132 -3.014
H -3.217 3.297 -3.101
H -2.582 3.212 -1.424
H -3.682 1.921 -2.052
H -2.038 1.323 -5.218
H -2.707 0.048 -4.163
H -0.970 0.042 -4.591
H -0.195 3.234 -4.248
H 0.856 1.944 -3.552
H 0.291 3.337 -2.521
C -1.340 2.483 3.279
C -0.575 2.917 2.167
C -0.529 4.282 1.830
C -1.378 5.188 2.516
C -2.041 4.776 3.699
C -1.928 3.444 4.132
S -1.574 0.778 3.634
H -0.167 0.668 3.815
H 0.006 2.125 1.642
H 0.087 4.582 0.971
H -1.574 6.207 2.053
H -2.761 5.457 4.215
H -2.383 3.117 5.077
C 2.688 1.084 3.539
S 1.749 -0.441 3.424
C 2.182 -1.159 4.991
H 2.284 1.710 2.731
H 3.752 0.851 3.399
H 2.484 1.496 4.532
H 3.214 -1.519 4.947
H 2.057 -0.369 5.735
H 1.479 -1.983 5.158
```

The value obtained for the energy above the lowest of the compared OMol25 structures with the same formula, charge and spin is 32.58 kJ/mol. As for the LUMO energy (alpha / beta): -8.550 / -12.028 eV. The electronic energy comes out at -2704.83092 Eh. The HOMO-LUMO gap (alpha / beta) is 7.964 / 4.282 eV. As for the spin multiplicity: 3. The charge is +3.

Atom charges from the Löwdin analysis, given in e for atoms 1 to 2: atom 1 (Au): 0.5156, atom 2 (P): 0.7016

***

Entry 4:
Density functional theory data (ωB97M-V with the def2-TZVPD basis set) for a 3-piece molecular cluster, C19H43ClN2O3SSi2 overall.

XYZ file:
```
71
C19H43ClN2O3SSi2 ωB97M-V with the def2-TZVPD basis set
C -0.347 0.985 -1.393
Si -1.144 2.602 -1.018
S 0.190 4.243 -1.250
Cl -1.708 2.680 0.954
O -2.464 2.846 -1.950
Si -3.944 2.106 -2.006
H 0.309 1.090 -2.255
H 0.259 0.654 -0.553
H -1.079 0.211 -1.620
H 0.698 3.758 -2.394
H -4.183 1.358 -0.754
H -4.978 3.138 -2.189
H -3.955 1.169 -3.147
C 5.157 2.390 -1.908
C 4.393 1.069 -1.791
C 5.337 -0.107 -1.515
C 6.208 -0.475 -2.712
C 5.356 -0.768 -3.942
C 4.377 0.360 -4.298
N 3.627 0.742 -3.049
O 2.555 0.072 -2.856
C 5.108 1.555 -4.914
C 3.354 -0.134 -5.316
C 3.389 1.214 -0.653
H 5.441 2.708 -0.904
H 6.069 2.322 -2.491
H 4.524 3.166 -2.341
H 4.728 -0.973 -1.238
H 5.953 0.145 -0.647
H 6.930 0.318 -2.923
H 6.796 -1.361 -2.468
H 5.992 -0.946 -4.814
H 4.782 -1.683 -3.771
H 4.442 2.417 -4.986
H 5.421 1.282 -5.922
H 5.999 1.853 -4.372
H 2.851 -1.035 -4.978
H 3.875 -0.348 -6.251
H 2.597 0.627 -5.506
H 2.669 2.007 -0.861
H 3.934 1.476 0.255
H 2.843 0.291 -0.483
C -3.923 -2.600 5.571
C -4.000 -2.829 4.059
C -2.607 -2.825 3.418
C -1.964 -1.442 3.391
C -2.866 -0.425 2.698
C -4.289 -0.366 3.269
N -4.815 -1.772 3.363
O -5.412 -2.181 2.311
C -4.312 0.349 4.623
C -5.199 0.407 2.321
C -4.686 -4.171 3.829
H -3.582 -3.524 6.038
H -3.227 -1.820 5.863
H -4.906 -2.358 5.975
H -2.706 -3.192 2.392
H -1.977 -3.539 3.957
H -1.719 -1.110 4.404
H -1.014 -1.497 2.855
H -2.433 0.575 2.768
H -2.930 -0.668 1.633
H -5.281 0.223 5.107
H -4.154 1.414 4.448
H -3.538 0.019 5.308
H -5.170 0.001 1.315
H -4.863 1.446 2.293
H -6.232 0.381 2.669
H -5.701 -4.158 4.228
H -4.116 -4.943 4.351
H -4.738 -4.420 2.774
```

As for the LUMO energy (alpha / beta): 0.473 / 0.403 eV. The electronic energy comes out at -2522.40962 Eh. The HOMO-LUMO gap (alpha / beta) is 8.265 / 9.515 eV. As for the spin multiplicity: 3. The charge is 0.

Atom charges from the Löwdin analysis, given in e for atoms 1 to 2: atom 1 (C): -0.2004, atom 2 (Si): -0.3601

***

Entry 5:
Density functional theory data (ωB97M-V with the def2-TZVPD basis set) for C19H43GeNO6V as an isolated structure at a distorted geometry.

XYZ file:
```
71
C19H43GeNO6V ωB97M-V with the def2-TZVPD basis set
V -0.162 -0.687 -0.427
C -3.812 -1.281 0.215
C -2.633 -1.618 1.112
C -3.028 -1.550 2.580
C -2.022 -2.972 0.787
O -1.598 -0.566 0.865
Ge -0.840 0.486 2.384
O -0.620 1.889 1.333
C -0.325 3.253 1.787
C 0.161 3.232 3.231
C 0.755 3.781 0.859
C -1.617 4.044 1.653
O 1.039 -0.874 0.762
C 2.140 -1.513 1.483
C 1.717 -1.606 2.940
C 2.317 -2.887 0.855
C 3.364 -0.639 1.299
H -4.637 -1.958 0.435
H -4.156 -0.262 0.396
H -3.561 -1.401 -0.838
H -3.810 -2.283 2.774
H -2.192 -1.782 3.242
H -3.436 -0.569 2.842
H -2.776 -3.750 0.905
H -1.680 -3.029 -0.249
H -1.196 -3.205 1.464
H 1.018 2.564 3.352
H 0.477 4.229 3.533
H -0.630 2.923 3.921
H 1.681 3.216 0.973
H 0.430 3.733 -0.183
H 0.964 4.825 1.089
H -2.434 3.549 2.180
H -1.490 5.035 2.088
H -1.899 4.174 0.607
H 0.747 -2.097 3.044
H 2.451 -2.204 3.479
H 1.679 -0.624 3.415
H 1.396 -3.472 0.913
H 2.625 -2.800 -0.186
H 3.093 -3.429 1.394
H 3.190 0.374 1.664
H 4.190 -1.066 1.867
H 3.654 -0.604 0.253
N -1.168 1.345 -1.334
C -2.203 1.262 -2.355
C -1.886 0.270 -3.461
C -1.860 -1.143 -2.930
O -2.420 -2.114 -3.306
O -1.089 -1.202 -1.788
H -1.489 1.718 -0.445
H -0.368 1.879 -1.657
H -2.338 2.249 -2.803
H -3.142 0.996 -1.870
H -0.911 0.504 -3.897
H -2.636 0.321 -4.248
C 1.491 -2.706 -2.808
C 1.883 -1.253 -2.977
O 1.510 -0.408 -1.843
C 1.896 0.976 -2.066
C 3.388 1.221 -2.177
H 1.520 -3.187 -3.785
H 0.487 -2.842 -2.422
H 2.191 -3.239 -2.165
H 1.446 -0.805 -3.874
H 2.967 -1.188 -3.061
H 1.504 1.531 -1.210
H 1.398 1.313 -2.983
H 3.919 0.881 -1.295
H 3.555 2.294 -2.276
H 3.822 0.749 -3.056
```

As for the LUMO energy (alpha / beta): -8.095 / -7.554 eV. The electronic energy comes out at -4276.41803 Eh. The HOMO-LUMO gap (alpha / beta) is 7.958 / 8.507 eV. As for the spin multiplicity: 2. The charge is +2.

Atom charges from the Löwdin analysis, given in e for atoms 1 to 2: atom 1 (V): 1.1638, atom 2 (C): 0.0038

***

Entry 6:
Density functional theory data (ωB97M-V with the def2-TZVPD basis set) for C19H43N2OP3SeW as an isolated structure at a distorted geometry.

XYZ file:
```
70
C19H43N2OP3SeW ωB97M-V with the def2-TZVPD basis set
W -0.649 -0.035 1.034
P 0.019 0.942 3.087
P 0.966 -1.773 0.914
P -0.883 1.881 -0.318
H -3.211 -4.372 -5.100
C -3.088 -3.457 -5.694
C -1.897 -2.852 -5.826
H -0.970 -3.258 -5.395
C -1.198 0.560 4.385
C 1.589 0.397 3.827
C 0.176 2.755 3.124
C 1.001 -3.017 -0.436
C 2.763 -1.559 1.209
C 0.480 -2.897 2.300
C -1.298 1.828 -2.099
C 0.377 3.201 -0.277
C -2.385 2.706 0.357
H -3.977 -3.100 -6.228
H -1.810 -1.899 -6.358
H -0.788 0.928 5.333
H -1.379 -0.518 4.465
H -2.148 1.067 4.179
H 1.555 0.710 4.880
H 2.440 0.884 3.333
H 1.714 -0.692 3.793
H 0.155 3.058 4.178
H -0.650 3.256 2.601
H 1.134 3.063 2.681
H 1.592 -3.889 -0.118
H 1.453 -2.582 -1.336
H -0.019 -3.341 -0.673
H 3.171 -2.425 1.751
H 2.979 -0.651 1.781
H 3.286 -1.478 0.248
H 1.065 -3.826 2.210
H -0.587 -3.154 2.246
H 0.668 -2.471 3.295
H -1.548 2.843 -2.447
H -2.155 1.167 -2.276
H -0.442 1.452 -2.673
H 0.400 3.717 -1.247
H 1.379 2.807 -0.068
H 0.145 3.946 0.499
H -2.751 3.444 -0.372
H -2.186 3.221 1.304
H -3.178 1.967 0.530
C -3.229 -1.739 -0.606
C -2.377 -1.809 -1.698
C -2.930 -2.110 -2.943
C -4.300 -2.308 -3.089
C -5.145 -2.262 -1.972
C -4.599 -1.997 -0.708
Se -2.661 -1.221 1.220
H -0.134 -0.443 -0.498
H -1.308 -1.610 -1.593
H -2.255 -2.221 -3.789
H -4.690 -2.510 -4.087
H -6.213 -2.417 -2.064
H -5.174 -1.959 0.217
C 5.851 3.514 0.850
N 5.384 2.444 0.003
C 4.144 1.871 0.133
N 3.780 1.077 -0.932
O 3.383 2.077 1.095
H 5.092 3.809 1.581
H 6.099 4.385 0.231
H 6.752 3.216 1.398
H 5.932 2.260 -0.835
H 2.851 0.681 -0.907
H 4.439 0.714 -1.606
```

The value obtained for the energy above the lowest of the compared OMol25 structures with the same formula, charge and spin is 186.51 kJ/mol. As for the LUMO energy (alpha / beta): -13.980 / -15.711 eV. The electronic energy comes out at -4425.45710 Eh. The HOMO-LUMO gap (alpha / beta) is 3.988 / 2.257 eV. As for the spin multiplicity: 3. The charge is +4.

Atom charges from the Löwdin analysis, given in e for atoms 1 to 2: atom 1 (W): 0.5613, atom 2 (P): 0.6874

***

Q: Which formula does entry 2 have?
A: C19H43AuNO2SSi4

***

Q: What is the electronic energy in the sixth record?
A: -4425.45710 Eh